(1)
{"formula": "C33H29CrNP2S5Sb", "method": "ωB97M-V with the def2-TZVPD basis set", "multiplicity": 5, "total_charge": -1, "s2": 6.066, "e_homo_ev": [-4.08, -4.25], "species": ["Cr", "S", "Sb", "S", "S", "S", "C", "C", "P", "C", "C", "C", "C", "C", "C", "C", "C", "C", "C", "C", "C", "P", "C", "C", "C", "C", "C", "C", "C", "C", "C", "C", "C", "C", "H", "H", "H", "H", "H", "H", "H", "H", "H", "H", "H", "H", "H", "H", "H", "H", "H", "H", "H", "H", "H", "H", "H", "H", "S", "C", "N", "C", "C", "C", "C", "C", "C", "H", "H", "H", "H", "H"], "coordinates": [[-1.127, -0.317, 1.015], [-4.071, -2.040, 3.831], [-1.949, -2.623, 3.228], [-0.488, -0.628, 3.155], [-1.632, -2.610, 0.811], [-0.906, -4.368, 4.236], [1.725, -1.654, 0.747], [1.362, -1.922, -0.715], [0.950, -0.309, -1.535], [0.848, -0.784, -3.297], [0.186, 0.117, -4.131], [0.235, -0.021, -5.502], [0.971, -1.049, -6.072], [1.620, -1.958, -5.254], [1.566, -1.824, -3.878], [-0.823, -0.021, -1.156], [-1.182, 1.299, -0.719], [-2.479, 1.772, -0.935], [-3.444, 0.965, -1.508], [-3.115, -0.331, -1.920], [-1.832, -0.802, -1.773], [1.716, 0.181, 0.955], [3.248, 0.610, 0.011], [4.220, -0.285, -0.421], [5.280, 0.143, -1.199], [5.372, 1.468, -1.586], [4.414, 2.372, -1.156], [3.371, 1.947, -0.357], [2.448, 0.452, 2.621], [1.826, 1.348, 3.485], [2.361, 1.611, 4.731], [3.534, 0.987, 5.119], [4.179, 0.121, 4.250], [3.646, -0.139, 3.002], [2.687, -2.084, 1.038], [0.974, -2.078, 1.422], [0.522, -2.621, -0.810], [2.230, -2.321, -1.245], [-0.376, 0.926, -3.685], [-0.294, 0.678, -6.133], [1.046, -1.137, -7.147], [2.182, -2.775, -5.688], [2.078, -2.546, -3.259], [-0.395, 2.006, -0.447], [-2.728, 2.791, -0.660], [-4.448, 1.342, -1.641], [-3.868, -0.962, -2.369], [-1.567, -1.777, -2.165], [4.175, -1.330, -0.164], [6.030, -0.569, -1.519], [6.184, 1.798, -2.219], [4.474, 3.409, -1.463], [2.620, 2.653, -0.025], [0.905, 1.823, 3.173], [1.859, 2.294, 5.402], [3.954, 1.184, 6.095], [5.100, -0.361, 4.545], [4.172, -0.793, 2.320], [-4.006, 2.742, 2.430], [-2.633, 1.682, 2.371], [-2.821, 0.537, 1.753], [-4.127, 0.380, 1.369], [-4.707, -0.743, 0.779], [-6.050, -0.720, 0.473], [-6.840, 0.392, 0.748], [-6.293, 1.506, 1.358], [-4.945, 1.492, 1.654], [-1.723, 1.957, 2.871], [-4.110, -1.623, 0.588], [-6.504, -1.599, 0.040], [-7.892, 0.376, 0.504], [-6.897, 2.360, 1.623]]}



(2)
{"formula": "C44H121N11O11", "method": "ωB97M-V with the def2-TZVPD basis set", "smiles": "COC[C@H](C)N.COC[C@H](C)N.COC[C@H](C)N.COC[C@H](C)N.COC[C@H](C)N.COC[C@H](C)N.COC[C@H](C)N.COC[C@H](C)N.COC[C@H](C)N.COC[C@H](C)N.COC[C@H](C)N", "multiplicity": 1, "e_homo_ev": -9.04, "species": ["C", "O", "C", "C", "C", "N", "H", "H", "H", "H", "H", "H", "H", "H", "H", "H", "H", "C", "O", "C", "C", "C", "N", "H", "H", "H", "H", "H", "H", "H", "H", "H", "H", "H", "C", "O", "C", "C", "C", "N", "H", "H", "H", "H", "H", "H", "H", "H", "H", "H", "H", "C", "O", "C", "C", "C", "N", "H", "H", "H", "H", "H", "H", "H", "H", "H", "H", "H", "C", "O", "C", "C", "C", "N", "H", "H", "H", "H", "H", "H", "H", "H", "H", "H", "H", "C", "O", "C", "C", "C", "N", "H", "H", "H", "H", "H", "H", "H", "H", "H", "H", "H", "C", "O", "C", "C", "C", "N", "H", "H", "H", "H", "H", "H", "H", "H", "H", "H", "H", "C", "O", "C", "C", "C", "N", "H", "H", "H", "H", "H", "H", "H", "H", "H", "H", "H", "C", "O", "C", "C", "C", "N", "H", "H", "H", "H", "H", "H", "H", "H", "H", "H", "H", "C", "O", "C", "C", "C", "N", "H", "H", "H", "H", "H", "H", "H", "H", "H", "H", "H", "C", "O", "C", "C", "C", "N", "H", "H", "H", "H", "H", "H", "H", "H", "H", "H", "H"], "coordinates": [[-3.813, 7.050, -8.083], [-3.123, 5.933, -8.607], [-1.762, 6.275, -9.052], [-1.285, 4.898, -9.711], [-0.697, 3.801, -8.712], [-0.207, 5.075, -10.645], [-4.891, 6.964, -7.946], [-3.530, 7.933, -8.655], [-3.332, 7.186, -7.114], [-1.909, 7.020, -9.834], [-1.198, 6.559, -8.164], [-2.037, 4.325, -10.254], [-1.551, 3.424, -8.150], [0.060, 4.229, -8.054], [-0.200, 3.007, -9.269], [-0.120, 4.135, -11.005], [-0.499, 5.603, -11.455], [-3.571, 1.587, 5.881], [-2.774, 0.546, 6.315], [-2.849, -0.493, 5.287], [-2.931, -1.865, 6.022], [-2.961, -3.107, 5.061], [-4.198, -1.707, 6.821], [-4.603, 1.273, 5.726], [-3.081, 1.864, 4.948], [-3.477, 2.404, 6.597], [-3.661, -0.365, 4.571], [-1.967, -0.365, 4.661], [-2.061, -1.836, 6.679], [-1.931, -3.154, 4.708], [-3.608, -2.939, 4.200], [-3.315, -4.045, 5.490], [-4.236, -0.856, 7.363], [-4.263, -2.381, 7.570], [-6.740, 5.145, -0.463], [-6.556, 6.260, 0.387], [-7.626, 6.437, 1.336], [-7.573, 7.540, 2.364], [-6.628, 7.224, 3.564], [-8.903, 7.797, 2.893], [-5.805, 5.088, -1.020], [-7.640, 5.258, -1.068], [-6.829, 4.233, 0.126], [-8.449, 6.649, 0.654], [-7.882, 5.511, 1.852], [-7.213, 8.417, 1.827], [-6.555, 8.111, 4.193], [-5.661, 7.103, 3.076], [-6.781, 6.328, 4.166], [-8.768, 8.129, 3.837], [-9.303, 8.624, 2.473], [1.906, 9.283, -4.726], [1.468, 9.681, -3.452], [0.025, 9.501, -3.247], [-0.520, 9.992, -1.875], [0.121, 9.471, -0.612], [-1.945, 9.607, -1.664], [1.646, 8.240, -4.902], [2.991, 9.391, -4.727], [1.560, 9.874, -5.574], [-0.431, 9.998, -4.102], [-0.093, 8.419, -3.296], [-0.444, 11.079, -1.847], [0.164, 8.392, -0.469], [-0.424, 9.809, 0.269], [1.154, 9.749, -0.405], [-2.182, 8.625, -1.675], [-2.488, 9.720, -2.508], [-1.226, -12.554, -3.014], [-1.133, -13.375, -1.810], [-1.498, -12.599, -0.589], [-0.291, -12.514, 0.352], [0.434, -13.811, 0.708], [-0.678, -11.889, 1.589], [-1.957, -11.752, -2.906], [-1.725, -13.242, -3.696], [-0.189, -12.343, -3.275], [-1.909, -11.614, -0.808], [-2.369, -13.036, -0.100], [0.463, -11.909, -0.151], [1.328, -13.604, 1.297], [0.862, -14.255, -0.191], [-0.156, -14.513, 1.298], [0.014, -11.163, 1.707], [-0.608, -12.522, 2.373], [2.148, 5.120, 6.633], [3.296, 4.367, 6.859], [3.153, 3.020, 7.300], [2.776, 2.878, 8.784], [3.977, 2.820, 9.695], [1.804, 1.848, 9.067], [1.534, 4.964, 7.520], [1.687, 4.557, 5.821], [2.457, 6.158, 6.509], [2.601, 2.322, 6.671], [4.132, 2.558, 7.179], [2.239, 3.768, 9.114], [4.727, 2.164, 9.255], [3.706, 2.530, 10.710], [4.494, 3.777, 9.770], [0.941, 1.938, 8.550], [2.221, 0.979, 8.764], [-1.155, -3.848, -0.973], [-0.908, -2.535, -1.524], [-1.325, -1.407, -0.719], [-0.992, -0.211, -1.546], [-1.213, 1.082, -0.832], [-1.986, -0.161, -2.655], [-1.233, -4.543, -1.808], [-2.145, -3.872, -0.516], [-0.481, -4.240, -0.212], [-2.397, -1.332, -0.541], [-0.801, -1.380, 0.236], [0.032, -0.158, -1.914], [-0.481, 1.331, -0.064], [-2.246, 1.076, -0.483], [-1.138, 1.960, -1.474], [-1.501, -0.239, -3.537], [-2.353, -1.096, -2.762], [-7.244, -0.545, -12.564], [-6.591, -0.206, -11.327], [-7.119, 0.857, -10.701], [-6.731, 1.050, -9.285], [-7.015, -0.165, -8.389], [-7.188, 2.289, -8.607], [-7.289, 0.237, -13.323], [-8.234, -0.952, -12.356], [-6.711, -1.338, -13.088], [-6.654, 1.757, -11.103], [-8.152, 1.140, -10.904], [-5.644, 1.102, -9.342], [-6.723, -0.062, -7.344], [-6.269, -0.946, -8.534], [-7.959, -0.675, -8.580], [-7.434, 2.089, -7.648], [-6.551, 3.073, -8.626], [8.780, 5.852, -2.265], [8.038, 5.946, -1.047], [6.863, 5.169, -1.017], [6.719, 4.764, 0.499], [7.623, 3.619, 0.990], [5.372, 4.311, 0.830], [8.160, 6.163, -3.106], [9.145, 4.854, -2.510], [9.732, 6.377, -2.194], [5.998, 5.674, -1.447], [6.896, 4.212, -1.538], [6.835, 5.636, 1.143], [8.661, 3.947, 0.939], [7.378, 2.676, 0.501], [7.557, 3.618, 2.078], [4.757, 4.983, 0.394], [5.222, 4.394, 1.825], [6.176, -9.893, 9.378], [4.922, -9.301, 8.885], [4.604, -9.507, 7.482], [3.328, -8.690, 7.189], [2.110, -9.388, 7.712], [3.130, -8.441, 5.766], [6.192, -10.965, 9.183], [6.184, -9.735, 10.456], [6.958, -9.415, 8.788], [5.486, -9.214, 6.913], [4.441, -10.566, 7.281], [3.240, -7.713, 7.664], [2.043, -10.406, 7.328], [1.187, -9.009, 7.274], [2.113, -9.172, 8.780], [3.897, -7.892, 5.404], [2.298, -7.899, 5.581], [5.352, -4.207, 0.770], [5.871, -5.501, 0.264], [7.270, -5.545, 0.112], [7.681, -6.970, -0.096], [7.217, -7.946, 1.086], [9.153, -6.992, -0.162], [4.270, -4.302, 0.854], [5.557, -3.456, 0.006], [5.761, -4.004, 1.760], [7.556, -4.843, -0.671], [7.794, -5.251, 1.022], [7.232, -7.343, -1.017], [7.593, -8.966, 1.158], [6.165, -8.093, 0.844], [7.347, -7.482, 2.064], [9.384, -7.923, -0.477], [9.315, -7.039, 0.834]]}



(3)
{"formula": "C23H28N7O8P2RuS", "method": "ωB97M-V with the def2-TZVPD basis set", "multiplicity": 6, "s2": 8.757, "e_homo_ev": [-7.90, -8.43], "species": ["Ru", "N", "C", "C", "N", "C", "C", "N", "C", "C", "N", "H", "H", "H", "H", "H", "H", "C", "C", "N", "C", "C", "C", "S", "N", "C", "O", "C", "C", "C", "C", "C", "C", "H", "H", "H", "H", "H", "H", "H", "H", "H", "H", "H", "H", "H", "H", "H", "O", "P", "O", "O", "O", "P", "O", "O", "O", "H", "H", "C", "C", "C", "N", "C", "C", "H", "H", "H", "H", "H"], "coordinates": [[1.001, -0.076, -0.444], [5.410, 0.812, -0.714], [5.404, 2.147, -0.961], [4.249, 2.617, -0.365], [3.556, 1.575, 0.243], [4.309, 0.543, 0.011], [3.898, -0.798, 0.354], [2.671, -1.200, 0.420], [2.733, -2.533, 0.690], [4.028, -2.904, 0.787], [4.750, -1.828, 0.546], [5.808, 0.085, -1.327], [6.185, 2.508, -1.629], [3.707, 3.597, -0.381], [1.831, -3.145, 0.817], [4.375, -3.927, 0.893], [5.761, -1.704, 0.677], [-4.451, 1.854, 2.804], [-3.092, 1.834, 3.367], [-2.043, 2.228, 2.392], [-1.983, 3.655, 1.996], [-2.345, 3.828, 0.532], [-1.370, 1.240, 1.750], [0.111, 1.753, 1.082], [-1.945, 0.039, 1.807], [-1.215, -1.033, 1.677], [-0.095, -1.252, 1.061], [-1.918, -2.247, 2.059], [-1.782, -3.435, 1.336], [-2.581, -4.537, 1.565], [-3.511, -4.471, 2.542], [-3.681, -3.300, 3.320], [-2.821, -2.193, 3.092], [-5.256, 1.680, 3.472], [-4.519, 1.149, 1.936], [-4.718, 2.860, 2.401], [-2.842, 0.765, 3.492], [-2.987, 2.339, 4.276], [-0.999, 4.108, 2.251], [-2.686, 4.139, 2.651], [-1.793, 3.263, -0.183], [-2.303, 4.897, 0.244], [-3.397, 3.490, 0.401], [-1.018, -3.521, 0.560], [-2.367, -5.454, 1.062], [-4.051, -5.387, 2.865], [-4.282, -3.256, 4.251], [-3.063, -1.315, 3.665], [2.611, -1.025, -4.330], [3.114, -1.130, -2.773], [4.575, -1.309, -2.627], [2.426, -0.001, -2.049], [2.389, -2.518, -2.175], [0.828, -2.908, -2.162], [0.465, -2.997, -3.730], [0.559, -4.104, -1.397], [0.067, -1.582, -1.692], [3.323, -1.056, -4.967], [0.371, -3.903, -4.079], [-1.533, 2.719, -3.793], [-0.167, 2.908, -3.689], [0.589, 2.281, -2.698], [0.033, 1.270, -2.039], [-1.257, 0.990, -2.264], [-2.128, 1.757, -3.003], [-2.142, 3.340, -4.472], [0.277, 3.699, -4.270], [1.678, 2.478, -2.497], [-1.624, 0.173, -1.648], [-3.129, 1.426, -2.991]]}



ΔE to the lowest compared entry with this formula, charge and spin (computed, kcal/mol): 71.0 206.9 34.1